Entry 1:
C2H3NOS | ωB97M-V with the def2-TZVPD basis set

XYZ file:
```
8
Properties=species:S:1:pos:R:3:forces:R:3:nbo_charge:R:1
C -0.324 -1.157 -0.162 -1.2 -8.4 2.8 -0.232
N 0.925 -1.000 -0.185 0.4 -3.5 0.4 -0.134
O 1.150 0.227 -0.603 0.9 4.8 -0.7 -0.367
C 0.145 1.003 -0.006 -0.2 3.4 3.3 -0.250
S -1.374 0.011 -0.375 -2.3 4.9 -0.7 0.314
H -0.907 -2.176 0.239 2.4 2.2 -1.4 0.232
H 0.048 2.273 -0.213 0.7 -4.2 0.1 0.260
H 0.338 0.819 1.305 -0.7 0.8 -3.7 0.177
```
Forces are in eV/Å.

## Properties
Total charge: 0
Relative energy (zero: lowest compared OMol25 entry of this formula, charge and spin), kcal/mol: 102.9
Lowest unoccupied orbital energy, eV: 0.6
Structure (SMILES): C1=NOCS1
Largest force on an atom, eV/Å: 8.9
Kohn-Sham gap, eV: 9.6
Highest occupied orbital energy, eV: -9.05

***

Entry 2:
C2H3NOS | ωB97M-V with the def2-TZVPD basis set

XYZ file:
```
8
Properties=species:S:1:pos:R:3:forces:R:3:nbo_charge:R:1
C -1.123 -0.106 0.511 0.5 -0.7 -1.3 0.280
C 0.708 0.058 -0.655 -1.1 1.4 0.6 0.137
N 0.161 -0.175 0.715 -0.4 0.2 -0.7 -0.618
O -0.350 -0.347 -1.402 0.1 0.1 1.1 -0.723
S -2.662 0.002 0.627 0.5 0.0 0.5 0.237
H 0.814 1.162 -0.649 0.3 -0.1 -0.4 0.123
H 1.707 -0.341 -0.672 0.5 -0.9 -0.7 0.140
H 0.745 -0.252 1.526 -0.6 0.1 0.9 0.424
```
Forces are in eV/Å.

## Properties
Total charge: 0
Relative energy (zero: lowest compared OMol25 entry of this formula, charge and spin), kcal/mol: 71.2
Lowest unoccupied orbital energy, eV: -0.3
Largest force on an atom, eV/Å: 1.8
Kohn-Sham gap, eV: 8.5
Highest occupied orbital energy, eV: -8.82

***

Entry 3:
C2H3NOS | ωB97M-V with the def2-TZVPD basis set

XYZ file:
```
8
Properties=species:S:1:pos:R:3:forces:R:3:nbo_charge:R:1
C -0.032 0.540 -1.360 -1.6 0.0 0.7 0.052
C 0.425 -0.798 0.625 -1.3 -0.6 -0.9 0.478
N 0.579 -0.327 -0.648 0.6 0.7 0.9 -0.503
O -0.284 -0.368 1.572 1.6 -1.2 -0.1 -0.508
S -1.049 0.886 2.320 -0.7 1.2 -0.2 -0.081
H -1.158 0.871 -1.200 2.4 -0.6 -0.3 0.194
H 0.582 0.936 -2.188 -0.8 0.0 0.2 0.192
H 0.938 -1.740 0.878 -0.2 0.5 -0.4 0.176
```
Forces are in eV/Å.

## Properties
Total charge: 0
Relative energy (zero: lowest compared OMol25 entry of this formula, charge and spin), kcal/mol: 90.4
Lowest unoccupied orbital energy (spin up / spin down), eV: -1.4 / -1.4
Largest force on an atom, eV/Å: 2.4
Kohn-Sham gap (spin up / spin down), eV: 6.5 / 6.5
Highest occupied orbital energy (spin up / spin down), eV: -7.96 / -7.96

***

Entry 4:
C2H3NOS | ωB97M-V with the def2-TZVPD basis set

XYZ file:
```
8
Properties=species:S:1:pos:R:3:forces:R:3:nbo_charge:R:1
C 1.560 0.591 0.054 -1.9 -3.3 -2.2 -0.075
C -1.636 -0.422 0.128 -3.1 5.1 -3.6 0.103
H 2.601 0.792 -0.211 -0.2 0.2 0.5 0.193
H 0.881 1.556 0.417 1.3 -3.2 -0.9 0.227
H -2.617 -1.111 0.722 2.9 2.3 -1.7 0.196
N 1.303 -0.720 -0.398 -0.9 5.8 2.4 -0.539
O -1.822 0.808 -0.492 1.2 -7.6 4.7 -0.557
S -0.270 -1.493 -0.219 0.6 0.7 0.8 0.452
```
Forces are in eV/Å.

## Properties
Total charge: 0
Relative energy (zero: lowest compared OMol25 entry of this formula, charge and spin), kcal/mol: 99.6
Lowest unoccupied orbital energy, eV: -0.8
Largest force on an atom, eV/Å: 9.0
Kohn-Sham gap, eV: 8.8
Highest occupied orbital energy, eV: -9.61

***

Entry 5:
C2H3NOS2 | ωB97M-V with the def2-TZVPD basis set

XYZ file:
```
9
Properties=species:S:1:pos:R:3:forces:R:3:nbo_charge:R:1
O -2.217 -0.043 -0.042 0.5 0.0 0.1 -0.546
C -1.117 -0.521 0.029 -0.2 -1.6 -0.1 0.545
N 0.080 0.175 0.069 0.3 -0.2 -0.5 -0.579
S 0.180 1.914 -0.011 0.9 -0.3 0.1 0.226
C 1.270 -0.516 -0.059 -0.8 -0.3 0.8 -0.130
S 2.686 0.221 0.000 0.9 0.1 -0.2 0.015
H -0.914 -1.665 0.075 -0.4 1.6 -0.1 0.126
H -1.120 2.052 0.022 -1.1 -0.1 0.0 0.129
H 1.151 -1.618 -0.083 -0.1 0.7 -0.1 0.215
```
Forces are in eV/Å.

## Properties
Total charge: 0
Relative energy (zero: lowest compared OMol25 entry of this formula, charge and spin), kcal/mol: 24.8
Lowest unoccupied orbital energy, eV: -0.3
Structure (SMILES): O=CN(S)C=S
Largest force on an atom, eV/Å: 1.6
Kohn-Sham gap, eV: 9.0
Highest occupied orbital energy, eV: -9.24

***

Entry 6:
C2H3NOS2 | ωB97M-V with the def2-TZVPD basis set

XYZ file:
```
9
Properties=species:S:1:pos:R:3:forces:R:3:nbo_charge:R:1
O 1.419 1.262 2.794 -0.8 -0.5 -0.5 -0.506
C 0.570 0.645 2.192 1.1 0.7 1.1 0.228
S 0.670 0.398 0.481 -0.1 -0.1 -1.1 0.236
C -0.845 -0.506 0.186 0.7 0.4 0.0 -0.059
N -1.269 -0.911 -0.919 -0.4 -0.2 -0.8 -0.557
S -0.634 -0.665 -2.465 0.1 0.2 0.8 0.241
H -0.277 0.173 2.686 -0.4 -0.1 0.2 0.135
H -1.422 -0.722 1.069 -0.2 -0.2 0.3 0.196
H 0.311 0.275 -2.209 0.0 -0.2 -0.1 0.085
```
Forces are in eV/Å.

## Properties
Total charge: 0
Relative energy (zero: lowest compared OMol25 entry of this formula, charge and spin), kcal/mol: 33.9
Lowest unoccupied orbital energy, eV: 0.5
Structure (SMILES): O=CS/C=N\S
Largest force on an atom, eV/Å: 1.7
Kohn-Sham gap, eV: 9.8
Highest occupied orbital energy, eV: -9.32

***

Entry 7:
C2H3NOS2 | ωB97M-V with the def2-TZVPD basis set

XYZ file:
```
9
Properties=species:S:1:pos:R:3:forces:R:3:nbo_charge:R:1
C -0.356 1.065 -0.173 -0.5 -1.7 0.6 0.041
N 0.869 1.165 -0.054 0.0 2.7 -0.8 -0.600
S 2.153 0.412 0.024 3.7 -2.9 1.3 0.570
S 1.579 -1.893 0.547 -1.5 3.3 -1.2 0.191
O 0.217 -1.304 -0.426 -0.5 -0.6 -0.3 -0.701
C -0.803 -0.366 -0.029 0.4 -0.5 3.9 -0.102
H -0.911 1.955 -0.363 -0.8 0.2 -0.1 0.204
H -1.107 -0.560 1.125 0.4 0.4 -2.6 0.192
H -1.640 -0.473 -0.653 -1.2 -0.9 -0.9 0.204
```
Forces are in eV/Å.

## Properties
Total charge: 0
Relative energy (zero: lowest compared OMol25 entry of this formula, charge and spin), kcal/mol: 87.2
Lowest unoccupied orbital energy, eV: -0.7
Structure (SMILES): C1=NSSOC1
Largest force on an atom, eV/Å: 4.8
Kohn-Sham gap, eV: 7.9
Highest occupied orbital energy, eV: -8.62

***

Entry 8:
C2H3NOS2 | ωB97M-V with the def2-TZVPD basis set

XYZ file:
```
9
Properties=species:S:1:pos:R:3:forces:R:3:nbo_charge:R:1
O -2.417 0.552 -0.034 0.8 -0.1 0.1 -0.523
C -1.324 0.417 0.459 -1.6 0.1 -0.9 0.538
N -0.174 0.051 -0.218 0.0 -0.2 -1.0 -0.559
S -0.172 -0.169 -1.991 -0.1 0.2 1.2 0.198
C 0.920 -0.154 0.539 1.4 -0.3 1.0 -0.104
S 2.441 -0.459 0.037 -0.2 -0.1 -0.1 -0.053
H -1.118 0.585 1.503 0.0 0.1 0.7 0.128
H 1.086 -0.677 -1.943 -0.2 0.1 0.1 0.154
H 0.758 -0.145 1.648 -0.2 0.2 -1.1 0.220
```
Forces are in eV/Å.

## Properties
Total charge: 0
Relative energy (zero: lowest compared OMol25 entry of this formula, charge and spin), kcal/mol: 25.8
Lowest unoccupied orbital energy, eV: -0.3
Structure (SMILES): O=CN(S)C=S
Largest force on an atom, eV/Å: 1.8
Kohn-Sham gap, eV: 9.0
Highest occupied orbital energy, eV: -9.28

***

Entry 9:
C2H3NOS2 | ωB97M-V with the def2-TZVPD basis set

XYZ file:
```
9
Properties=species:S:1:pos:R:3:forces:R:3:nbo_charge:R:1
O -1.778 -0.579 -1.069 -0.2 -0.2 -0.5 -0.548
C -1.452 -0.700 0.069 0.9 0.8 1.2 0.543
N -0.637 0.214 0.766 -0.4 0.6 -1.3 -0.801
S 0.151 1.467 -0.097 -0.5 -0.9 0.3 0.541
C 1.578 0.637 -0.652 0.1 0.2 0.4 -0.522
S 2.121 -0.766 -0.072 0.1 0.1 -0.4 0.034
H -1.743 -1.505 0.756 -0.2 -0.2 -0.1 0.119
H -0.339 -0.020 1.693 0.2 -0.1 0.2 0.412
H 2.100 1.252 -1.396 0.0 -0.2 0.2 0.222
```
Forces are in eV/Å.

## Properties
Total charge: 0
Relative energy (zero: lowest compared OMol25 entry of this formula, charge and spin), kcal/mol: 21.0
Lowest unoccupied orbital energy, eV: -0.5
Structure (SMILES): O=CNSC=S
Largest force on an atom, eV/Å: 1.7
Kohn-Sham gap, eV: 8.6
Highest occupied orbital energy, eV: -9.11

***

Entry 10:
C2H3NOS3 | ωB97M-V with the def2-TZVPD basis set

XYZ file:
```
10
Properties=species:S:1:pos:R:3:forces:R:3:nbo_charge:R:1
C 0.073 0.234 -0.060 2.1 -3.0 -1.4 -0.022
C -1.163 -0.696 -0.161 -2.5 -0.4 0.9 0.338
H 2.420 1.267 0.476 -0.5 -2.9 -0.8 0.187
H 0.683 -1.614 0.022 -1.7 -5.0 0.3 0.410
H -2.216 1.467 0.472 -0.2 -2.0 -0.5 0.174
N 0.998 -0.748 -0.051 3.9 6.4 0.4 -0.598
O -1.195 -1.935 -0.292 0.8 3.3 -0.1 -0.553
S 2.723 -0.584 0.160 -1.5 2.9 0.3 0.059
S 0.452 1.865 -0.186 -0.2 -1.0 0.7 -0.056
S -2.661 0.117 0.217 -0.1 1.6 0.2 0.061
```
Forces are in eV/Å.

## Properties
Total charge: 0
Relative energy (zero: lowest compared OMol25 entry of this formula, charge and spin), kcal/mol: 58.1
Lowest unoccupied orbital energy, eV: -1.2
Largest force on an atom, eV/Å: 7.5
Kohn-Sham gap, eV: 7.8
Highest occupied orbital energy, eV: -9.03

***

Entry 11:
C2H3NOS3 | ωB97M-V with the def2-TZVPD basis set

XYZ file:
```
10
Properties=species:S:1:pos:R:3:forces:R:3:nbo_charge:R:1
C 0.024 -0.963 0.513 0.1 -1.0 -0.1 0.044
C 0.376 -1.648 -0.786 0.0 -0.1 -0.2 -0.654
N -0.100 0.329 0.392 -0.1 1.1 -0.3 -0.640
O -0.794 4.536 0.619 -0.4 0.6 0.9 -0.760
S -0.100 -2.044 1.848 -0.2 1.4 0.0 0.055
S -0.468 1.716 1.051 -0.2 -0.6 1.1 0.444
S -0.343 3.508 -0.308 0.6 -1.5 -1.2 0.835
H 0.407 -2.724 -0.653 0.0 0.0 -0.1 0.228
H 1.353 -1.307 -1.120 0.1 0.1 -0.1 0.225
H -0.355 -1.404 -1.555 0.0 0.1 -0.1 0.223
```
Forces are in eV/Å.

## Properties
Total charge: 0
Relative energy (zero: lowest compared OMol25 entry of this formula, charge and spin), kcal/mol: 2.4
Lowest unoccupied orbital energy (spin up / spin down), eV: -0.4 / -3.0
Spin multiplicity: 3
Largest force on an atom, eV/Å: 2.0
Kohn-Sham gap (spin up / spin down), eV: 8.3 / 6.1
Highest occupied orbital energy (spin up / spin down), eV: -8.75 / -9.08
Expectation value of S²: 2.047

***

Entry 12:
C2H3NP2 | ωB97M-V with the def2-TZVPD basis set

XYZ file:
```
8
Properties=species:S:1:pos:R:3:forces:R:3:nbo_charge:R:1
C 2.534 0.121 0.048 2.8 0.8 2.1 0.275
C 1.243 -0.101 -0.514 -1.6 -1.6 0.1 -0.866
N 3.601 0.384 0.446 -2.3 -0.6 -0.8 -0.300
P -1.713 0.398 0.265 0.0 -0.6 0.4 -0.015
P 0.021 1.250 -0.230 0.3 1.7 0.4 0.350
H 1.522 -0.221 -1.523 -0.3 0.1 -1.8 0.281
H 0.707 -1.047 -0.276 1.0 0.3 0.3 0.274
H -2.273 1.621 0.743 0.1 0.0 -0.5 0.001
```
Forces are in eV/Å.

## Properties
Total charge: 0
Relative energy (zero: lowest compared OMol25 entry of this formula, charge and spin), kcal/mol: 11.3
Lowest unoccupied orbital energy, eV: -1.3
Largest force on an atom, eV/Å: 3.6
Kohn-Sham gap, eV: 8.3
Highest occupied orbital energy, eV: -9.57